Formula: C42H85Cl26F5NOP
Source: the Open Molecules 2025 dataset
Level of theory: ωB97M-V/def2-TZVPD

The HOMO energy comes out at -8.822 eV. Its spin multiplicity is 1.

Last columns: bonded neighbours and bond lengths (Å).
Element x y z (Å)
1 Cl 8.454 3.385 5.953  C51 1.781
2 Cl -12.784 11.020 -6.915  C39 1.781
3 Cl 9.466 1.112 3.741  C43 1.781
4 Cl -4.135 -2.491 2.857  C47 1.781
5 Cl 8.527 1.594 8.868  C41 1.781
6 Cl -0.621 3.395 1.366  C58 1.781
7 Cl 15.211 -1.808 5.231  C37 1.781
8 Cl -10.923 8.896 -4.983  C65 1.781
9 Cl -6.803 -1.808 4.889  C76 1.781
10 Cl 7.594 5.487 1.732  C62 1.781
11 Cl -5.504 7.446 -3.639  C54 1.781
12 Cl -1.103 -5.186 -2.235  C35 1.781
13 Cl 1.565 -5.869 -4.266  C46 1.781
14 Cl 1.966 6.680 2.745  C57 1.781
15 Cl 0.718 -6.018 0.859  C42 1.781
16 Cl 9.384 4.562 -1.034  C61 1.781
17 Cl 2.835 3.370 2.764  C53 1.781
18 Cl -6.625 3.042 -7.666  C48 1.781
19 Cl -5.883 2.379 -4.392  C68 1.781
20 Cl 7.618 -2.942 0.217  C73 1.781
21 Cl 13.199 0.221 3.349  C72 1.781
22 Cl -1.072 -5.093 3.624  C59 1.781
23 Cl 10.335 -2.197 3.760  C40 1.781
24 Cl -7.378 7.764 -6.484  C74 1.781
25 Cl 5.828 -2.017 2.983  C44 1.781
26 Cl -3.582 4.571 0.118  C60 1.781
27 P -5.252 -0.722 -1.359  O33 1.762, N34 1.818, C38 1.946, C69 1.910, H141 1.443
28 F -7.748 -5.070 -3.013  C70 1.510
29 F -7.577 -5.354 -0.651  C70 1.507
30 F -10.950 -5.094 -2.644  C75 1.488
31 F -10.413 -5.947 -0.374  C75 1.505
32 F -9.591 -7.050 -2.349  C75 1.500
33 O -5.512 -0.018 -2.954  P27 1.762, H94 1.007
34 N -5.205 -1.491 0.287  P27 1.818, H83 1.045, H133 1.045
35 C -0.817 -6.676 -3.167  Cl12 1.781, C46 1.520, H140 1.094, H143 1.095
36 C -7.475 -2.367 -2.153  C38 1.649, C71 1.659, H81 1.191, H149 1.173
37 C 14.768 -2.023 3.519  Cl7 1.781, C72 1.520, H106 1.094, H118 1.094
38 C -7.178 -0.996 -1.287  P27 1.946, C36 1.649, H96 1.179, H120 1.190
39 C -11.182 11.340 -6.203  Cl2 1.781, C65 1.520, H79 1.094, H121 1.094
40 C 10.409 -1.060 5.128  Cl23 1.781, C43 1.520, H101 1.094, H123 1.095
41 C 8.366 3.359 8.696  Cl5 1.781, C51 1.520, H152 1.095, H154 1.094
42 C 0.950 -6.591 2.529  Cl15 1.781, C59 1.520, H146 1.094, H153 1.095
43 C 9.282 -0.040 5.087  Cl3 1.781, C40 1.520, H99 1.094, H104 1.094
44 C 6.536 -3.617 2.646  Cl25 1.781, C73 1.520, H114 1.094, H138 1.094
45 C 0.073 -2.460 -3.080  C55 1.673, C66 1.639, H89 1.173, H100 1.170
46 C 0.661 -7.024 -3.254  Cl13 1.781, C35 1.520, H144 1.094, H157 1.094
47 C -5.039 -3.646 3.869  Cl4 1.781, C76 1.520, H132 1.094, H150 1.094
48 C -5.205 2.166 -7.042  Cl18 1.781, C68 1.520, H117 1.094, H126 1.095
49 C 1.811 -3.284 -0.478  C56 1.656, C64 1.639, H78 1.194, H130 1.190
50 C -2.192 0.610 -2.226  C63 1.639, C67 1.655, H80 1.188, H103 1.171
51 C 7.571 3.744 7.458  Cl1 1.781, C41 1.520, H87 1.094, H128 1.094
52 C 2.214 -2.875 2.099  C56 1.647, H85 1.189, H134 1.170, H136 1.185
53 C 2.909 4.508 4.132  Cl17 1.781, C57 1.520, H113 1.094, H131 1.095
54 C -6.662 6.266 -4.300  Cl11 1.781, C74 1.520, H135 1.095, H137 1.094
55 C -0.410 -0.944 -3.597  C45 1.673, C67 1.661, H86 1.192, H125 1.170
56 C 2.921 -3.472 0.737  C49 1.656, C52 1.647, H107 1.171, H155 1.191
57 C 1.782 5.528 4.092  Cl14 1.781, C53 1.520, H91 1.094, H116 1.094
58 C -0.849 4.773 0.260  Cl6 1.781, C60 1.520, H115 1.094, H147 1.094
59 C -0.364 -6.693 3.288  Cl22 1.781, C42 1.520, H151 1.094, H159 1.094
60 C -2.140 5.527 0.542  Cl26 1.781, C58 1.520, H84 1.095, H139 1.094
61 C 9.616 3.989 0.637  Cl16 1.781, C62 1.520, H90 1.095, H158 1.094
62 C 8.302 3.887 1.396  Cl10 1.781, C61 1.520, H95 1.094, H119 1.094
63 C -2.712 0.525 -0.674  C50 1.639, C69 1.669, H92 1.170, H142 1.188
64 C 2.444 -3.379 -1.987  C49 1.639, C66 1.639, H102 1.194, H127 1.184
65 C -10.316 10.091 -6.156  Cl8 1.781, C39 1.520, H145 1.095, H160 1.094
66 C 1.712 -2.438 -3.111  C45 1.639, C64 1.639, H77 1.194, H93 1.183
67 C -0.638 0.045 -2.282  C50 1.655, C55 1.661, H122 1.171, H156 1.175
68 C -5.533 1.349 -5.803  Cl19 1.781, C48 1.520, H97 1.094, H111 1.094
69 C -4.352 0.834 -0.715  P27 1.910, C63 1.669, H88 1.188, H148 1.173
70 C -8.501 -4.838 -1.725  F28 1.510, F29 1.507, C71 1.670, C75 1.653
71 C -8.758 -3.201 -1.511  C36 1.659, C70 1.670, H109 1.183, H110 1.183
72 C 14.622 -0.695 2.793  Cl21 1.781, C37 1.520, H98 1.095, H108 1.094
73 C 7.850 -3.515 1.887  Cl20 1.781, C44 1.520, H124 1.095, H161 1.094
74 C -6.679 6.266 -5.820  Cl24 1.781, C54 1.520, H105 1.094, H112 1.094
75 C -9.909 -5.702 -1.771  F30 1.488, F31 1.505, F32 1.500, C70 1.653
76 C -6.517 -3.298 3.956  Cl9 1.781, C47 1.520, H82 1.094, H129 1.095
77 H 2.028 -2.850 -4.186  C66 1.194
78 H 1.065 -4.210 -0.373  C49 1.194
79 H -10.705 12.100 -6.828  C39 1.094
80 H -2.830 -0.098 -2.936  C50 1.188
81 H -6.488 -3.032 -2.101  C36 1.191
82 H -7.058 -4.100 4.468  C76 1.094
83 H -4.226 -1.773 0.517  N34 1.045
84 H -2.219 5.812 1.596  C60 1.095
85 H 1.138 -3.368 2.210  C52 1.189
86 H 0.497 -0.456 -4.198  C55 1.192
87 H 6.609 3.225 7.419  C51 1.094
88 H -4.764 1.112 0.364  C69 1.188
89 H -0.393 -3.213 -3.849  C45 1.173
90 H 10.317 4.667 1.134  C61 1.095
91 H 1.780 6.117 5.014  C57 1.094
92 H -2.580 -0.578 -0.306  C63 1.170
93 H 2.174 -1.352 -3.041  C66 1.183
94 H -5.896 0.909 -2.874  O33 1.007
95 H 7.563 3.297 0.845  C62 1.094
96 H -7.561 -1.097 -0.177  C38 1.179
97 H -6.395 0.695 -5.968  C68 1.094
98 H 15.506 -0.064 2.925  C72 1.095
99 H 9.280 0.549 6.009  C43 1.094
100 H -0.407 -2.592 -2.021  C45 1.170
101 H 10.336 -1.658 6.041  C40 1.094
102 H 3.570 -2.993 -1.897  C64 1.194
103 H -2.296 1.708 -2.619  C50 1.171
104 H 8.304 -0.522 4.990  C43 1.094
105 H -7.295 5.440 -6.186  C74 1.094
106 H 15.565 -2.613 3.058  C37 1.094
107 H 3.945 -2.975 0.461  C56 1.171
108 H 14.486 -0.871 1.722  C72 1.094
109 H -8.884 -2.968 -0.357  C71 1.183
110 H -9.751 -2.880 -2.069  C71 1.183
111 H -4.678 0.723 -5.533  C68 1.094
112 H -5.672 6.149 -6.234  C74 1.094
113 H 2.836 3.910 5.046  C53 1.094
114 H 6.703 -4.099 3.614  C44 1.094
115 H 0.008 5.438 0.402  C58 1.094
116 H 0.804 5.045 3.994  C57 1.094
117 H -4.863 1.505 -7.844  C48 1.094
118 H 13.845 -2.609 3.479  C37 1.094
119 H 8.469 3.405 2.364  C62 1.094
120 H -7.654 -0.056 -1.841  C38 1.190
121 H -11.333 11.764 -5.206  C39 1.094
122 H 0.058 0.984 -2.357  C67 1.171
123 H 11.391 -0.577 5.116  C40 1.095
124 H 8.551 -2.837 2.384  C73 1.095
125 H -1.357 -0.978 -4.283  C55 1.170
126 H -4.415 2.898 -6.846  C48 1.095
127 H 2.534 -4.520 -2.290  C64 1.184
128 H 7.377 4.821 7.461  C51 1.094
129 H -6.960 -3.168 2.964  C76 1.095
130 H 1.166 -2.297 -0.313  C49 1.190
131 H 3.891 4.991 4.120  C53 1.095
132 H -4.915 -4.632 3.412  C47 1.094
133 H -5.594 -0.809 0.976  N34 1.045
134 H 2.812 -3.129 3.073  C52 1.170
135 H -7.650 6.492 -3.886  C54 1.095
136 H 2.045 -1.706 2.002  C52 1.185
137 H -6.357 5.282 -3.931  C54 1.094
138 H 5.797 -4.207 2.095  C44 1.094
139 H -2.176 6.439 -0.061  C60 1.094
140 H -1.358 -7.478 -2.656  C35 1.094
141 H -4.459 -1.795 -1.911  P27 1.443
142 H -2.143 1.317 0.005  C63 1.188
143 H -1.260 -6.546 -4.159  C35 1.095
144 H 1.129 -7.047 -2.265  C46 1.094
145 H -10.255 9.605 -7.135  C65 1.095
146 H 1.419 -7.577 2.463  C42 1.094
147 H -0.819 4.394 -0.766  C58 1.094
148 H -4.481 1.778 -1.399  C69 1.173
149 H -7.732 -2.122 -3.271  C36 1.173
150 H -4.571 -3.669 4.858  C47 1.094
151 H -0.197 -7.175 4.256  C59 1.094
152 H 9.371 3.792 8.681  C41 1.095
153 H 1.651 -5.913 3.026  C42 1.095
154 H 7.854 3.719 9.593  C41 1.094
155 H 3.022 -4.646 0.913  C56 1.191
156 H -0.446 -0.515 -1.267  C67 1.175
157 H 0.785 -8.009 -3.712  C46 1.094
158 H 10.085 3.003 0.571  C61 1.094
159 H -1.103 -7.282 2.737  C59 1.094
160 H -9.301 10.354 -5.844  C65 1.094
161 H 8.319 -4.501 1.822  C73 1.094